--- P ---
The following is a DFT calculation (ωB97M-V/def2-TZVPD) of a cluster of 2 separate species, C2H5N2 in total.

Cartesian coordinates (Å):
C 0.316 -0.121 0.093
C -1.082 -0.761 0.211
N -0.753 0.599 0.002
N 1.589 -0.098 0.187
H -1.641 -1.287 -0.567
H -1.110 -1.037 1.307
H -0.916 2.808 0.786
H 2.004 -1.003 0.206
H 2.045 0.796 0.047

Molecular weight, g mol⁻¹: 57.1
HOMO-LUMO gap (alpha / beta), eV: 11.76 / 6.96
Lowest unoccupied orbital energy (alpha / beta), eV: -4.41 / -8.25
2S+1: 1
Charge: +1



--- Q ---
The following is a DFT calculation (ωB97M-V/def2-TZVPD) of the ion C2H5N2 with charge +1.

Cartesian coordinates (Å):
C 0.455 -0.331 -0.806
C -0.387 0.653 -0.111
N -0.248 1.022 1.154
N 0.796 -1.459 -0.295
H -0.636 1.494 -0.844
H -1.528 0.433 -0.387
H -0.447 1.936 1.448
H 1.470 -1.969 -0.836
H 0.527 -1.780 0.677

Molecular weight, g mol⁻¹: 57.1
HOMO-LUMO gap (alpha / beta), eV: 7.54 / 9.43
Lowest unoccupied orbital energy (alpha / beta), eV: -7.67 / -6.03
2S+1: 1
Charge: +1



--- R ---
The following is a DFT calculation (ωB97M-V/def2-TZVPD) of a cluster of 2 separate species, C2H5N2 in total.

Cartesian coordinates (Å):
C -1.879 -0.306 -0.049
C 1.055 0.139 0.141
N 0.200 -0.844 0.128
N -2.930 0.100 0.063
H -0.009 -1.458 -0.665
H 1.262 0.686 -0.696
H 1.178 0.691 1.109
H 1.850 -0.479 0.558
H -3.914 0.291 0.188

Molecular weight, g mol⁻¹: 57.1
HOMO-LUMO gap, eV: 9.81
Lowest unoccupied orbital energy, eV: -6.67
2S+1: 1
Charge: +1



In order of decreasing stability: R, Q, P.



--- P ---
The following is a DFT calculation (ωB97M-V/def2-TZVPD) of an isolated molecule of C5H11N.

Cartesian coordinates (Å):
C -0.442 0.395 -2.474
C -0.645 -0.555 -0.241
C 0.418 0.276 0.468
C 0.250 0.327 1.953
C 1.145 -0.080 2.874
H 0.311 1.159 -2.200
H -1.460 0.856 -2.425
H -0.211 0.109 -3.537
H -0.823 -1.525 -2.028
H -0.736 -1.522 0.256
H -1.593 0.017 -0.161
H 1.420 -0.109 0.258
H 0.377 1.284 0.051
H -0.772 0.585 2.347
H 2.178 -0.399 2.577
H 0.856 -0.030 3.917
N -0.272 -0.788 -1.634

Molecular weight, g mol⁻¹: 85.2
HOMO-LUMO gap, eV: 10.10
Lowest unoccupied orbital energy, eV: 1.18
2S+1: 1
Charge: 0



--- Q ---
The following is a DFT calculation (ωB97M-V/def2-TZVPD) of an isolated molecule of C5H11N.

Cartesian coordinates (Å):
C 2.086 0.453 -0.937
N 0.688 0.726 -1.209
C -0.244 0.102 -0.375
C 0.087 -0.689 0.658
C -0.799 -0.952 1.842
C -1.651 0.620 -0.575
H 2.361 -0.598 -1.102
H 2.295 0.652 0.114
H 2.730 1.096 -1.534
H 0.521 0.618 -2.202
H 1.032 -1.215 0.598
H -1.169 0.006 2.214
H -0.246 -1.414 2.655
H -1.661 -1.578 1.604
H -1.620 1.679 -0.818
H -2.169 -0.045 -1.273
H -2.241 0.539 0.340

Molecular weight, g mol⁻¹: 85.1
HOMO-LUMO gap, eV: 8.97
Lowest unoccupied orbital energy, eV: 1.12
2S+1: 1
Charge: 0



--- R ---
The following is a DFT calculation (ωB97M-V/def2-TZVPD) of a cluster of 2 separate species, C5H11N in total.

Cartesian coordinates (Å):
C -0.560 1.832 0.386
C -0.132 1.360 1.831
C 1.006 0.665 1.979
H -1.640 1.549 0.107
H -0.575 2.914 0.201
H 0.027 1.096 -0.301
H -0.766 1.545 2.649
H 1.494 0.272 2.948
H 1.664 0.391 1.231
C 0.817 -1.437 -0.511
C -0.406 -1.586 -1.073
N -0.539 -1.066 -2.508
H 1.473 -0.572 -0.938
H 1.088 -1.682 0.571
H -1.171 -2.331 -0.779
H -0.197 -1.870 -2.965
H -1.583 -1.079 -2.829

Molecular weight, g mol⁻¹: 85.1
HOMO-LUMO gap, eV: 10.46
Lowest unoccupied orbital energy, eV: 1.06
2S+1: 1
Charge: 0



In order of decreasing stability: Q, P, R.